This record from the OMol25 dataset describes a 2-piece molecular cluster, C4H10O4 overall. The level of theory is ωB97M-V/def2-TZVPD.

Structure (XYZ):
```
18
Properties=species:S:1:pos:R:3:forces:R:3:mulliken_charge:R:1
O 1.880590 1.573073 -2.031401 0.1698 -0.4261 0.0088 -0.56
C 0.838197 1.760149 -1.468636 0.1030 1.3834 -0.1908 0.57
O -0.018871 2.708184 -1.915926 -0.7751 -0.2592 0.6419 -0.46
C 0.318773 1.067950 -0.246714 -0.9666 -1.3440 -0.3358 -0.73
C 1.153973 -0.206542 0.014077 -0.8019 0.6998 -0.2328 -0.28
C 1.341872 -0.606863 1.453456 2.3638 -0.5511 0.1369 -0.59
O 2.045750 -1.889222 1.428412 -0.5594 0.5673 0.1749 -0.51
H 0.290602 3.073297 -2.745915 0.4535 0.0615 -0.2879 0.34
H 0.097631 1.699727 0.610077 0.8012 0.4394 0.0525 0.42
H -0.716223 0.807585 -0.513125 0.1426 -0.2072 -0.0940 0.31
H 2.104369 0.002716 -0.468049 0.3413 -0.3275 0.3534 0.29
H 0.737158 -1.055769 -0.531731 -0.1589 0.0947 0.0220 0.28
H 0.500619 -0.608977 2.142815 -0.3989 -0.1290 -0.3719 0.39
H 2.121554 0.016531 1.906455 -0.4721 0.4719 0.0268 0.24
H 1.445838 -2.552067 1.753746 -0.2461 -0.4750 0.0955 0.29
O -5.989076 -3.189334 1.911101 0.6227 1.2866 0.6849 -0.63
H -6.468573 -3.163504 2.739781 -0.0589 0.0856 0.2048 0.32
H -6.323718 -3.940681 1.472583 -0.5598 -1.3711 -0.8894 0.31
```
Forces are in eV/Å.

Values from the calculation:
Lowest unoccupied orbital energy in eV: 0.81
F_max in eV Å⁻¹: 2.4